81
Properties=species:S:1:pos:R:3:forces:R:3:mulliken_charge:R:1 method="wB97M-V/def2-TZVPD" total_charge=-2 total_energy_ha=-3227.507524 e_above_lowest_kcal_mol=326.3 e_lumo_ev="3.99 / 4.00" e_homo_ha="0.0411 / 0.0432"
C 0.219000 1.805900 -3.142800 0.760 3.659 -1.174 -1.680
H -0.951600 -0.358300 -4.780600 0.460 -0.073 0.385 -0.359
C 4.276300 -2.597400 -1.528500 0.509 -0.174 0.328 -0.329
C -1.090400 3.331400 3.084800 -0.323 0.575 0.004 -0.888
C 0.259300 1.170400 3.010900 0.664 -0.285 0.478 0.570
N -2.079500 -1.159000 0.681600 -6.828 -3.616 2.170 -0.948
H -0.078500 -0.847700 -6.808900 -0.164 -0.540 -0.139 0.230
N -0.974300 1.843200 1.213200 -1.527 2.489 0.545 0.581
H 3.407400 -3.283100 -1.486200 0.329 0.589 0.050 0.189
H 0.108500 0.823500 -2.668800 -1.031 -0.932 1.267 -0.994
C -1.358300 3.337300 -4.295700 -0.248 0.045 0.446 -0.988
H -2.297600 1.735000 -0.263800 -4.914 -12.067 1.659 0.943
H -2.081600 2.324900 -0.447100 -1.471 13.983 0.652 -0.837
C -0.213400 -1.934200 -6.984600 0.172 0.020 -0.323 -1.288
N 2.936200 -0.686800 -2.445400 -1.761 0.749 -1.798 0.174
H 0.112800 0.851500 5.130000 0.221 -0.040 0.063 0.207
H 1.479100 3.562000 -2.951900 0.141 0.123 0.118 0.361
N 0.818800 -0.637200 -3.692300 3.412 -1.243 -0.319 1.456
N -1.564900 1.704400 -0.989400 6.187 -8.896 -15.967 0.440
H 1.294700 -2.548300 -5.550700 -0.598 -0.162 -0.032 -0.218
H -2.377800 5.047600 2.861900 -0.025 0.010 0.171 0.368
C 1.566900 -1.872600 2.607100 -0.410 1.099 -2.306 0.202
H -2.943500 4.315900 -1.959400 -0.091 0.017 -0.117 0.274
H 3.270500 0.048800 -3.086300 -0.456 -0.794 0.528 0.402
C -3.132000 -1.745500 1.026600 7.735 4.346 -2.543 0.449
C -3.169300 3.246000 -1.943600 -0.047 0.101 -0.658 -1.965
C 0.772600 1.372600 4.429600 0.146 -0.089 -0.318 -1.527
H 0.408500 -2.216400 -7.860100 -0.393 0.227 0.298 0.412
C -1.825400 2.653500 0.555800 -0.650 7.247 13.437 0.592
H 0.510200 1.602900 -4.180600 -0.471 0.556 -0.211 0.500
C -0.629300 -2.482800 -4.515000 0.229 -0.233 -0.126 -0.782
C 5.135200 -2.927900 -2.764100 -0.049 -0.140 0.170 -0.612
C 4.390100 -2.845200 -4.096300 0.135 -0.030 -0.497 -0.942
H 4.083200 -1.809900 -4.332400 -0.009 -0.638 0.114 0.165
H 1.094800 2.784600 -1.410300 -0.051 -0.116 -0.030 0.172
H -3.729000 3.027400 -1.030100 0.071 -0.019 -0.277 0.683
H -1.934200 4.232800 -4.040700 -0.088 -0.055 0.057 0.515
C -1.975900 4.155800 2.391400 0.149 0.155 -0.133 -0.615
H -1.185300 -0.902500 -3.099700 0.480 0.106 -0.139 -0.128
H 2.719300 -2.504400 4.038800 0.167 -0.218 0.460 0.228
H 1.239700 0.100100 -4.277600 -0.276 -1.084 0.577 0.495
N 0.471600 0.101000 2.285500 0.791 0.141 5.256 0.989
H 0.827000 2.426300 4.707100 -0.287 0.120 -0.126 0.452
H -3.036600 4.427500 0.526300 -0.145 0.028 0.101 0.295
H -0.298200 -3.183700 -3.723900 -0.247 0.488 -0.263 0.225
C -1.874700 2.457400 -1.999400 0.360 -1.894 -2.240 0.418
H 2.269500 2.038600 -2.507500 -0.001 0.042 0.049 0.247
S 0.926700 -2.179600 -1.515900 0.364 -1.619 -2.126 -0.460
H 4.904700 -2.817400 -0.638000 -0.410 0.083 -0.288 0.413
C 0.223800 -2.751000 -5.768300 -0.065 -0.282 0.032 0.072
C -2.349500 3.814600 1.096900 0.950 0.811 1.409 -1.609
H 3.362900 -0.955200 -0.413000 0.337 -0.297 -0.498 -0.170
H 1.791300 0.986100 4.532500 -0.358 -0.224 -0.027 0.410
C -2.125500 2.497100 -5.305400 -0.160 -0.019 -0.302 -0.769
H -3.067400 2.128900 -4.887500 0.114 0.034 0.014 0.187
N 2.215700 -2.871600 3.248400 0.507 -0.610 1.404 -0.609
H -1.541100 1.626900 -5.621900 -0.020 0.129 0.083 -0.171
H -1.691600 -2.721200 -4.739300 0.420 0.157 0.096 0.462
S 1.567500 -1.965100 0.941600 1.522 -2.097 -0.091 -0.326
C 1.597600 -1.163700 -2.613600 -0.517 1.311 -1.172 -0.842
H -1.278200 -2.141200 -7.224300 0.522 0.228 0.077 0.244
H 5.485900 -3.977100 -2.651500 0.027 0.548 -0.001 0.339
S -4.467500 -2.489800 1.464300 -1.955 -1.060 0.629 -0.643
C -0.608800 2.197500 2.441400 0.252 -0.675 -0.648 0.027
H 4.764800 -0.495100 -1.430600 -0.563 -0.136 -0.228 0.553
H -0.368300 -0.018000 -2.241100 -0.952 -0.490 2.108 0.256
C -0.545400 -1.033100 -3.998500 -0.181 -1.291 -1.209 0.479
N 1.055500 -0.843400 3.170900 -0.408 1.153 1.667 -1.009
H -0.821300 3.575700 4.102900 0.068 -0.094 -0.023 0.292
K 0.000000 0.000000 0.000000 0.106 -0.001 -2.149 0.931
H -2.357200 3.091500 -6.194600 -0.003 -0.025 -0.037 0.559
H -3.799000 2.993400 -2.799700 -0.042 0.127 0.061 0.381
H -0.434500 3.703500 -4.760400 0.009 -0.152 0.253 0.432
H 5.065200 -3.180400 -4.911700 -0.391 0.067 0.274 0.455
C 3.845800 -1.120800 -1.400100 -0.089 -0.507 0.494 -0.711
H 2.803400 -3.319100 2.555200 -0.016 -0.116 0.288 0.235
C 1.327600 2.594100 -2.462800 0.066 0.243 -0.140 -1.104
H 0.124700 -3.827500 -6.026700 0.195 0.416 0.119 0.413
H 3.497700 -3.506400 -4.080800 0.408 0.520 -0.054 0.184
H 6.030200 -2.269400 -2.791900 -0.317 -0.319 0.021 0.287
N -1.044200 2.553200 -3.103500 0.023 0.611 0.320 0.679